Run A
C5H12O | wB97M-V/def2-TZVPD

Multiplicity   1
SMILES   C=C(C)C.[H][H].C=O
E_HOMO   -9.5 eV
Net charge   0
Orbital gap   0.37955 hartree

Each atom is followed by the atoms it is bonded to, with distances in Å.
Atoms and positions in Å:
1 C 1.34261 0.25812 0.02004  C2 1.333, H5 1.088, H6 1.087
2 C 0.44904 -0.34070 -0.76710  C1 1.333, C3 1.507, C4 1.505
3 C -0.03850 -1.73985 -0.49335  C2 1.507, H7 1.095, H8 1.097, H9 1.097
4 C -0.06549 0.30760 -2.02426  C2 1.505, H10 1.098, H11 1.094, H12 1.097
5 H 1.76848 -0.25425 0.88076  C1 1.088
6 H 1.70190 1.26472 -0.17935  C1 1.087
7 H 0.18093 -2.05358 0.53267  C3 1.095
8 H 0.44474 -2.45134 -1.17413  C3 1.097
9 H -1.11999 -1.82640 -0.65569  C3 1.097
10 H 0.37894 -0.18444 -2.89890  C4 1.098
11 H 0.18985 1.37027 -2.06525  C4 1.094
12 H -1.15335 0.20709 -2.11828  C4 1.097
13 H -2.02350 0.48201 0.34511  H14 0.746
14 H -1.95443 1.06216 0.80941  H13 0.746
15 C -0.02257 0.96817 2.44651  O16 1.205, H17 1.107, H18 1.107
16 O -0.60900 2.00880 2.28913  C15 1.205
17 H 0.99459 0.93076 2.88137  C15 1.107
18 H -0.46426 -0.00914 2.17131  C15 1.107

---

Run B
C5H12O | wB97M-V/def2-TZVPD

Multiplicity   1
SMILES   COCC(C)C
E_HOMO   -9.7 eV
Net charge   0
Orbital gap   0.39725 hartree

Each atom is followed by the atoms it is bonded to, with distances in Å.
Atoms and positions in Å:
1 C 2.76667 0.23072 0.29275  O2 1.410, H7 1.098, H8 1.095, H9 1.098
2 O 1.42499 0.65228 0.19608  C1 1.410, C3 1.408
3 C 0.52703 -0.37054 -0.16433  O2 1.408, C4 1.524, H10 1.103, H11 1.107
4 C -0.85841 0.21923 -0.39673  C3 1.524, C5 1.528, C6 1.529, H12 1.099
5 C -1.36138 0.97001 0.83494  C4 1.528, H13 1.093, H14 1.096, H15 1.098
6 C -1.81599 -0.90001 -0.80588  C4 1.529, H16 1.096, H17 1.098, H18 1.096
7 H 2.86168 -0.86355 0.30365  C1 1.098
8 H 3.19454 0.61734 1.22377  C1 1.095
9 H 3.35163 0.61979 -0.55164  C1 1.098
10 H 0.86552 -0.88233 -1.08084  C3 1.103
11 H 0.47242 -1.13030 0.63838  C3 1.107
12 H -0.77029 0.93579 -1.22474  C4 1.099
13 H -0.67158 1.77058 1.11482  C5 1.093
14 H -2.34776 1.41022 0.64827  C5 1.096
15 H -1.45392 0.29051 1.69194  C5 1.098
16 H -1.45949 -1.42311 -1.70114  C6 1.096
17 H -1.90960 -1.63988 0.00028  C6 1.098
18 H -2.81606 -0.50675 -1.01958  C6 1.096

---

Run C
C5H12O | wB97M-V/def2-TZVPD

Multiplicity   1
SMILES   C1CCCC1.O
E_HOMO   -10.9 eV
Net charge   0
Orbital gap   0.43256 hartree

Each atom is followed by the atoms it is bonded to, with distances in Å.
Atoms and positions in Å:
1 C -0.13271 0.64997 0.09874  C2 1.495, C5 1.463, H6 1.107, H7 1.107
2 C 0.38872 -0.61230 0.70609  C1 1.495, C3 1.509, H8 1.107, H9 1.107
3 C 0.84433 -1.49564 -0.42910  C2 1.509, C4 1.514, H10 1.107, H11 1.107
4 C 0.52373 -0.71456 -1.68613  C3 1.514, C5 1.534, H12 1.107, H13 1.107
5 C -0.50981 0.34423 -1.28102  C1 1.463, C4 1.534, H14 1.107, H15 1.107
6 H 0.58638 1.48107 -0.03400  C1 1.107
7 H -0.98127 1.03166 0.69850  C1 1.107
8 H -0.42793 -1.10507 1.26798  C2 1.107
9 H 1.23441 -0.46157 1.40434  C2 1.107
10 H 0.41930 -2.51176 -0.31817  C3 1.107
11 H 1.94262 -1.57605 -0.31624  C3 1.107
12 H 0.09674 -1.40538 -2.43839  C4 1.107
13 H 1.35729 -0.16714 -2.16670  C4 1.107
14 H -0.52695 1.26499 -1.89531  C5 1.107
15 H -1.50446 -0.13450 -1.36432  C5 1.107
16 O -0.72968 1.94222 2.63047  H17 0.984, H18 0.984
17 H -1.22314 1.80941 1.78956  O16 0.984
18 H -1.35759 1.66035 3.33369  O16 0.984

---

Which is most stable? The ranking, best first, is run B, run C, run A.

---

Run A
C5H12O | wB97M-V/def2-TZVPD

Multiplicity   1
SMILES   CC(C)[C@@H](C)O
E_HOMO   -10.1 eV
Net charge   0
Orbital gap   0.40837 hartree

Each atom is followed by the atoms it is bonded to, with distances in Å.
Atoms and positions in Å:
1 C -1.46921 1.33983 -0.03347  C2 1.530, H7 1.096, H8 1.096, H9 1.095
2 C -0.61137 0.11791 0.30203  C1 1.530, C3 1.535, C4 1.545, H10 1.099
3 C -1.16575 -1.16560 -0.33161  C2 1.535, H11 1.096, H12 1.096, H13 1.093
4 C 0.85969 0.38216 -0.08858  C2 1.545, C5 1.523, O6 1.424, H14 1.102
5 C 1.83023 -0.45367 0.73449  C4 1.523, H15 1.097, H16 1.095, H17 1.095
6 O 1.02509 0.16585 -1.48621  C4 1.424, H18 0.963
7 H -1.20278 2.18321 0.61450  C1 1.096
8 H -1.32221 1.65108 -1.07396  C1 1.096
9 H -2.53299 1.12744 0.11859  C1 1.095
10 H -0.62535 -0.00907 1.39365  C2 1.099
11 H -0.86263 -2.06593 0.21558  C3 1.096
12 H -2.26156 -1.14373 -0.33804  C3 1.096
13 H -0.81829 -1.26060 -1.36358  C3 1.093
14 H 1.07467 1.44523 0.10791  C4 1.102
15 H 2.84499 -0.39305 0.32161  C5 1.097
16 H 1.52639 -1.50572 0.76538  C5 1.095
17 H 1.87524 -0.07846 1.76193  C5 1.095
18 H 1.83584 -0.33689 -1.62023  O6 0.963

---

Run B
C5H12O | wB97M-V/def2-TZVPD

Multiplicity   1
SMILES   CCC(O)CC
E_HOMO   -8.9 eV
Net charge   0
Orbital gap   0.35912 hartree

Each atom is followed by the atoms it is bonded to, with distances in Å.
Atoms and positions in Å:
1 C 2.02197 -0.40519 0.68826  C2 1.514, H7 1.090, H8 1.090, H9 1.093
2 C 1.51010 -0.13500 -0.71094  C1 1.514, C3 1.843, H10 1.090, H11 1.091
3 C -0.16982 0.62187 -0.72737  C2 1.843, O4 1.374, C5 1.446, H12 1.097
4 O -0.11810 1.68034 0.14737  C3 1.374, H13 0.963
5 C -0.93151 -0.58293 -0.48110  C3 1.446, C6 1.811, H14 1.084, H15 1.086
6 C -2.16722 -0.14525 0.76768  C5 1.811, H16 1.088, H17 1.085, H18 1.088
7 H 1.52004 -1.26011 1.14125  C1 1.090
8 H 1.84085 0.45591 1.33176  C1 1.090
9 H 3.10031 -0.58479 0.69056  C1 1.093
10 H 1.56832 -1.01069 -1.35735  C2 1.090
11 H 2.07246 0.66537 -1.19409  C2 1.091
12 H -0.28213 0.96932 -1.76169  C3 1.097
13 H -0.71441 2.37419 -0.15255  O4 0.963
14 H -0.50376 -1.49049 -0.07127  C5 1.084
15 H -1.53750 -0.86056 -1.33851  C5 1.086
16 H -2.68497 0.78771 0.55556  C6 1.088
17 H -1.64796 -0.11002 1.72017  C6 1.085
18 H -2.87669 -0.96969 0.75226  C6 1.088

---

Run C
C5H12O | wB97M-V/def2-TZVPD

Multiplicity   1
SMILES   CC(C)[C@@H](C)O
E_HOMO   -10.2 eV
Net charge   0
Orbital gap   0.40942 hartree

Each atom is followed by the atoms it is bonded to, with distances in Å.
Atoms and positions in Å:
1 C 0.58552 -0.05609 1.88284  C2 1.531, H7 1.097, H8 1.096, H9 1.096
2 C -0.17875 0.32278 0.61162  C1 1.531, C3 1.535, C4 1.534, H10 1.100
3 C 0.37326 1.63038 0.02666  C2 1.535, H11 1.094, H12 1.095, H13 1.094
4 C -0.13254 -0.83266 -0.39700  C2 1.534, C5 1.526, O6 1.422, H14 1.105
5 C -1.15711 -0.69970 -1.51991  C4 1.526, H15 1.097, H16 1.095, H17 1.096
6 O 1.19172 -0.88092 -0.91236  C4 1.422, H18 0.965
7 H 0.08335 -0.86276 2.43047  C1 1.097
8 H 1.59196 -0.39752 1.61509  C1 1.096
9 H 0.68461 0.80217 2.55709  C1 1.096
10 H -1.23823 0.46789 0.86865  C2 1.100
11 H 0.19251 1.71860 -1.04841  C3 1.094
12 H -0.08305 2.49679 0.51649  C3 1.095
13 H 1.45557 1.69096 0.17588  C3 1.094
14 H -0.35008 -1.76469 0.15531  C4 1.105
15 H -1.09319 -1.55678 -2.20230  C5 1.097
16 H -0.98899 0.20956 -2.10676  C5 1.095
17 H -2.17605 -0.67308 -1.11660  C5 1.096
18 H 1.23949 -1.61493 -1.53676  O6 0.965

---

Which is most stable? The ranking, best first, is run C, run A, run B.

---

Run A
C5H12O | wB97M-V/def2-TZVPD

Multiplicity   1
E_HOMO (spin up / spin down)   -7.2 / -7.1 eV
Net charge   0
Orbital gap (spin up / spin down)   0.29894 / 0.29592 hartree

Each atom is followed by the atoms it is bonded to, with distances in Å.
Atoms and positions in Å:
1 C -2.24767 -0.77876 0.55218  C2 1.529, H7 1.096, H8 1.094, H9 1.093
2 C -1.32511 0.10536 1.39207  C1 1.529, C3 1.494, H10 1.098, H11 1.094
3 C 0.11098 -0.05767 1.01530  C2 1.494, O4 1.309, H12 1.079
4 O 0.84009 1.02662 0.93298  C3 1.309, C5 1.295
5 C 2.08283 1.12405 0.58314  O4 1.295, H14 1.083, H15 1.077
6 C 1.08164 -0.14679 -2.25518  H13 1.167, H16 1.085, H17 1.086, H18 1.085
7 H -3.28957 -0.67280 0.87499  C1 1.096
8 H -1.96938 -1.83270 0.64950  C1 1.094
9 H -2.18490 -0.51272 -0.50573  C1 1.093
10 H -1.47982 -0.12620 2.45414  C2 1.098
11 H -1.59554 1.15718 1.26051  C2 1.094
12 H 0.62423 -1.00591 1.06003  C3 1.079
13 H 0.47620 -0.18181 -1.25852  C6 1.167
14 H 2.70293 0.23805 0.52459  C5 1.083
15 H 2.44536 2.13155 0.46671  C5 1.077
16 H 1.98859 -0.73958 -2.20216  C6 1.085
17 H 1.31731 0.86972 -2.55561  C6 1.086
18 H 0.42182 -0.59760 -2.98896  C6 1.085

---

Run B
C5H12O | wB97M-V/def2-TZVPD

Multiplicity   1
SMILES   CC=C(C)C.O
E_HOMO   -8.8 eV
Net charge   0
Orbital gap   0.35301 hartree

Each atom is followed by the atoms it is bonded to, with distances in Å.
Atoms and positions in Å:
1 C -0.03036 -0.63914 -1.10450  C2 1.475, H6 1.103, H7 1.103, H8 1.103
2 C 0.00326 0.46541 -0.12682  C1 1.475, C3 1.373, H9 1.098
3 C -0.10760 0.40217 1.24039  C2 1.373, C4 1.546, C5 1.514
4 C 0.12520 1.69623 2.05387  C3 1.546, H10 1.103, H11 1.103, H12 1.103
5 C -0.41363 -0.76768 2.15114  C3 1.514, H13 1.103, H14 1.103, H15 1.103
6 H -1.03368 -0.61030 -1.56179  C1 1.103
7 H 0.14238 -1.65013 -0.69871  C1 1.103
8 H 0.71959 -0.44202 -1.88893  C1 1.103
9 H 0.17248 1.45432 -0.57295  C2 1.098
10 H 0.62491 2.48830 1.47118  C4 1.103
11 H 0.75728 1.44669 2.92268  C4 1.103
12 H -0.83962 2.08493 2.42079  C4 1.103
13 H 0.41353 -0.99511 2.84445  C5 1.103
14 H -0.55675 -1.63055 1.47913  C5 1.103
15 H -1.33563 -0.62282 2.73895  C5 1.103
16 O 0.32854 -1.10247 -4.77531  H17 0.984, H18 0.984
17 H 0.03009 -0.21028 -4.48692  O16 0.984
18 H 1.00001 -1.36756 -4.10666  O16 0.984

---

Run C
C5H12O | wB97M-V/def2-TZVPD

Multiplicity   1
SMILES   C=CCCC.O
E_HOMO   -9.7 eV
Net charge   0
Orbital gap   0.39157 hartree

Each atom is followed by the atoms it is bonded to, with distances in Å.
Atoms and positions in Å:
1 C -1.29112 1.05586 -1.87493  C2 1.324, H6 1.082, H7 1.085
2 C -1.68632 0.23782 -0.91240  C1 1.324, C3 1.526, H8 1.079
3 C -0.75156 -0.82068 -0.33499  C2 1.526, C4 1.536, H9 1.090, H10 1.096
4 C 0.66487 -0.31760 -0.02126  C3 1.536, C5 1.533, H11 1.090, H12 1.093
5 C 1.63990 -1.44362 0.34303  C4 1.533, H13 1.084, H14 1.089, H15 1.089
6 H -0.31358 1.01159 -2.33763  C1 1.082
7 H -1.95985 1.79026 -2.31156  C1 1.085
8 H -2.70000 0.20125 -0.54451  C2 1.079
9 H -1.12619 -1.28781 0.57574  C3 1.090
10 H -0.68637 -1.60283 -1.09977  C3 1.096
11 H 0.51088 0.50454 0.67807  C4 1.090
12 H 1.08203 0.22364 -0.87460  C4 1.093
13 H 2.54069 -1.02453 0.77764  C5 1.084
14 H 1.12995 -2.17526 0.96774  C5 1.089
15 H 1.80705 -1.97994 -0.58990  C5 1.089
16 O 0.22502 1.78428 2.90872  H17 0.973, H18 0.967
17 H -0.19623 2.16010 2.11563  O16 0.973
18 H 1.11081 1.68291 2.53497  O16 0.967

---

Which is most stable? The ranking, best first, is run B, run C, run A.

---

Run A
C5H12O | wB97M-V/def2-TZVPD

Multiplicity   1
SMILES   CC(C)CCO
E_HOMO   -10.2 eV
Net charge   0
Orbital gap   0.41088 hartree

Each atom is followed by the atoms it is bonded to, with distances in Å.
Atoms and positions in Å:
1 C -2.28219 -0.47546 0.28358  C2 1.556, H7 1.092, H8 1.085, H9 1.096
2 C -0.83034 0.06227 0.43476  C1 1.556, C3 1.530, C4 1.537, H10 1.090
3 C -0.75408 1.58406 0.29956  C2 1.530, H11 1.091, H12 1.094, H13 1.089
4 C 0.09450 -0.64510 -0.56915  C2 1.537, C5 1.524, H14 1.082, H15 1.085
5 C 1.50960 -0.10194 -0.72342  C4 1.524, O6 1.418, H16 1.099, H17 1.092
6 O 2.34363 -0.44829 0.36979  C5 1.418, H18 0.963
7 H -2.47558 -1.27004 1.00656  C1 1.092
8 H -2.98343 0.34390 0.39948  C1 1.085
9 H -2.42260 -0.98351 -0.67743  C1 1.096
10 H -0.51532 -0.25382 1.42904  C2 1.090
11 H -0.65066 1.84911 -0.75408  C3 1.091
12 H 0.09879 1.96107 0.87185  C3 1.094
13 H -1.60870 2.08295 0.75454  C3 1.089
14 H 0.17521 -1.69426 -0.31857  C4 1.082
15 H -0.38761 -0.62296 -1.54099  C4 1.085
16 H 1.92765 -0.42511 -1.68656  C5 1.099
17 H 1.52358 0.98779 -0.78687  C5 1.092
18 H 2.63354 -1.36359 0.29508  O6 0.963

---

Run B
C5H12O | wB97M-V/def2-TZVPD

Multiplicity   1
SMILES   C/C=C/C.CO
E_HOMO   -8.9 eV
Net charge   0
Orbital gap   0.36512 hartree

Each atom is followed by the atoms it is bonded to, with distances in Å.
Atoms and positions in Å:
1 C -1.54228 1.71241 0.47426  C2 1.502, H5 1.097, H6 1.095, H7 1.098
2 C -0.48030 0.79115 1.00265  C1 1.502, C3 1.330, H8 1.092
3 C 0.76179 0.71475 0.53252  C2 1.330, C4 1.501, H9 1.090
4 C 1.82560 -0.19115 1.08016  C3 1.501, H10 1.096, H11 1.096, H12 1.097
5 H -1.81052 2.47043 1.21995  C1 1.097
6 H -1.20446 2.23094 -0.42904  C1 1.095
7 H -2.46437 1.17102 0.22649  C1 1.098
8 H -0.76333 0.14643 1.83764  C2 1.092
9 H 1.04929 1.34594 -0.30878  C3 1.090
10 H 2.33950 -0.72800 0.27420  C4 1.096
11 H 1.40405 -0.92914 1.77271  C4 1.096
12 H 2.58358 0.38997 1.62026  C4 1.097
13 C -0.61208 -1.53965 -1.41443  O14 1.413, H15 1.100, H16 1.093, H17 1.099
14 O 0.54115 -0.91176 -1.93550  C13 1.413, H18 0.964
15 H -0.42673 -2.02280 -0.44341  C13 1.100
16 H -1.36559 -0.76211 -1.26365  C13 1.093
17 H -1.01931 -2.28708 -2.10956  C13 1.099
18 H 1.18402 -1.60135 -2.13649  O14 0.964

---

Run C
C5H12O | wB97M-V/def2-TZVPD

Multiplicity   1
SMILES   CCCCOC
E_HOMO   -9.7 eV
Net charge   0
Orbital gap   0.39402 hartree

Each atom is followed by the atoms it is bonded to, with distances in Å.
Atoms and positions in Å:
1 C 0.46246 -0.73493 1.84923  C2 1.519, H7 1.099, H8 1.099, H9 1.091
2 C 0.84448 -0.27669 0.45252  C1 1.519, C3 1.516, H10 1.091, H11 1.064
3 C 0.44471 -1.13553 -0.73042  C2 1.516, C4 1.533, H12 1.093, H13 1.098
4 C -0.15746 -0.20495 -1.78892  C3 1.533, O5 1.438, H14 1.107, H15 1.107
5 O -1.14002 0.68972 -1.23824  C4 1.438, C6 1.534
6 C -1.09010 1.66876 -0.05836  O5 1.534, H16 1.077, H17 1.083, H18 1.128
7 H -0.57379 -1.10099 1.87109  C1 1.099
8 H 0.51320 0.11401 2.54530  C1 1.099
9 H 1.11676 -1.52522 2.22138  C1 1.091
10 H 1.86254 0.10895 0.37845  C2 1.091
11 H 0.24800 0.58870 0.28556  C2 1.064
12 H 1.29317 -1.67328 -1.16187  C3 1.093
13 H -0.31926 -1.86625 -0.43308  C3 1.098
14 H 0.64158 0.31410 -2.35159  C4 1.107
15 H -0.66876 -0.85121 -2.52744  C4 1.107
16 H -2.13161 1.62043 0.20971  C6 1.077
17 H -0.75582 2.61040 -0.47640  C6 1.083
18 H -0.59007 1.65397 0.95308  C6 1.128

---

Which is most stable? The ranking, best first, is run A, run B, run C.